1.
DFT (the ωB97M-V functional and the def2-TZVPD basis) results for the ion C3H6N3O with charge +1.

XYZ file:
```
13
Properties=species:S:1:pos:R:3
C 0.555 0.749 0.654
C 2.548 -0.247 0.010
C -1.702 0.405 -0.285
N -0.688 1.049 0.482
N 1.138 -0.175 -0.065
N -1.633 -1.009 -0.265
O 3.351 -0.104 -0.862
H 1.111 1.412 1.378
H 2.692 -0.602 1.091
H -2.756 0.833 -0.085
H -1.566 0.734 -1.311
H -0.719 -1.418 0.039
H -2.331 -1.627 -0.781
```

Values from the calculation:
**LUMO level (spin up / spin down)**: -0.31617 / -0.27039 Eh
**Relative energy (zero: lowest compared OMol25 entry of this formula, charge and spin)**: 454.2 kJ/mol
**Gap between HOMO and LUMO (spin up / spin down)**: 6.08 / 7.23 eV
**Total charge**: +1
**HOMO (spin up / spin down)**: -14.69 / -14.58 eV
**E**: -356.9838 Eh

2.
DFT (the ωB97M-V functional and the def2-TZVPD basis) results for an isolated molecule of C2H3NOS2.

XYZ file:
```
9
Properties=species:S:1:pos:R:3
C 1.481 -1.198 0.707
C -0.449 0.030 -0.154
N 2.413 -0.389 0.591
O 0.085 -1.003 0.414
S 2.751 1.047 0.026
S -1.620 0.952 0.742
H 1.595 -2.177 1.131
H -0.024 0.481 -1.037
H -1.873 1.823 -0.232
```

Values from the calculation:
**LUMO level (spin up / spin down)**: 0.00347 / -0.05018 Eh
**Relative energy (zero: lowest compared OMol25 entry of this formula, charge and spin)**: 368.8 kJ/mol
**Gap between HOMO and LUMO (spin up / spin down)**: 8.70 / 5.85 eV
**HOMO (spin up / spin down)**: -8.60 / -7.21 eV
**E**: -1004.2471 Eh

3.
DFT (the ωB97M-V functional and the def2-TZVPD basis) results for a structure of composition C5H12NO.

XYZ file:
```
19
Properties=species:S:1:pos:R:3
C -2.263 -0.408 0.127
N -1.470 -0.345 -1.054
C -0.076 -0.616 -0.980
C 0.818 0.071 0.067
C 2.187 -0.507 0.137
O 3.056 0.105 0.891
C -2.581 1.133 0.696
H -3.144 -0.891 -0.182
H -1.855 -0.916 1.085
H 2.533 2.129 -0.712
H 0.091 -1.805 -0.665
H 0.525 -0.498 -1.908
H 0.440 0.966 0.528
H 1.122 -0.796 0.864
H 2.605 -1.109 -0.798
H 3.174 1.774 -0.695
H -2.985 1.112 1.744
H -1.773 1.883 0.500
H -3.404 1.690 0.211
```

Values from the calculation:
**LUMO level**: 0.15142 Eh
**Relative energy (zero: lowest compared OMol25 entry of this formula, charge and spin)**: 547.0 kJ/mol
**Gap between HOMO and LUMO**: 5.92 eV
**Total charge**: -1
**HOMO**: -1.80 eV
**E**: -327.4877 Eh

4.
DFT (the ωB97M-V functional and the def2-TZVPD basis) results for a structure of composition C46H45AuN2P3S.

XYZ file:
```
98
Properties=species:S:1:pos:R:3
Au -0.577 -0.396 0.126
N -0.021 -1.337 -1.845
C 0.082 -2.786 -1.724
C 1.014 -3.499 -2.451
C 1.084 -4.880 -2.299
C 0.225 -5.540 -1.433
C -0.709 -4.822 -0.704
C -0.782 -3.438 -0.845
P -1.953 -2.445 0.074
C -3.369 -2.095 -0.955
C -3.408 -2.537 -2.281
C -4.509 -2.245 -3.071
C -5.568 -1.516 -2.545
C -5.527 -1.066 -1.230
C -4.428 -1.342 -0.436
C -2.421 -3.243 1.594
C -1.492 -3.286 2.639
C -1.819 -3.936 3.815
C -3.067 -4.537 3.952
C -3.988 -4.495 2.915
C -3.673 -3.848 1.730
H 0.849 -0.958 -2.208
H -0.757 -1.086 -2.505
H 1.683 -2.993 -3.137
H 1.817 -5.439 -2.865
H 0.285 -6.614 -1.323
H -1.374 -5.332 -0.018
H -2.605 -3.145 -2.682
H -4.551 -2.607 -4.090
H -6.432 -1.304 -3.161
H -6.358 -0.506 -0.823
H -4.400 -0.984 0.585
H -0.520 -2.818 2.529
H -1.104 -3.979 4.625
H -3.319 -5.046 4.873
H -4.951 -4.976 3.023
H -4.388 -3.826 0.918
C 1.201 7.090 4.525
S 2.484 5.950 4.948
C 2.461 4.772 3.611
C 1.319 3.740 3.756
C 1.552 2.589 2.747
N 0.367 2.236 1.944
P -0.442 0.765 2.142
C -2.036 1.101 2.904
C -3.042 0.141 2.838
C -4.253 0.352 3.478
C -4.468 1.528 4.186
C -3.463 2.483 4.269
C -2.248 2.266 3.636
C 0.491 -0.209 3.331
C 1.609 -0.925 2.898
C 2.340 -1.682 3.798
C 1.955 -1.733 5.133
C 0.840 -1.027 5.568
C 0.107 -0.263 4.671
P 0.524 2.977 0.323
C 0.192 4.731 0.715
C 1.069 5.642 0.124
C 0.891 7.012 0.294
C -0.168 7.479 1.058
C -1.042 6.578 1.663
C -0.862 5.215 1.494
C -0.981 2.421 -0.553
C -0.730 1.927 -1.844
C -1.778 1.554 -2.679
C -3.085 1.640 -2.224
C -3.346 2.118 -0.944
C -2.307 2.521 -0.121
H 1.218 7.898 5.253
H 0.241 6.566 4.562
H 1.361 7.455 3.507
H 3.436 4.283 3.660
H 2.365 5.318 2.668
H 0.373 4.232 3.544
H 1.283 3.347 4.774
H 1.921 1.715 3.281
H 2.345 2.876 2.046
H -2.868 -0.789 2.313
H -5.028 -0.402 3.433
H -5.415 1.696 4.682
H -3.628 3.391 4.834
H -1.462 3.007 3.710
H 1.909 -0.894 1.855
H 3.205 -2.237 3.462
H 2.524 -2.327 5.835
H 0.539 -1.075 6.606
H -0.773 0.268 5.012
H 1.888 5.280 -0.488
H 1.565 7.708 -0.187
H -0.327 8.544 1.168
H -1.880 6.945 2.243
H -1.554 4.529 1.964
H 0.293 1.900 -2.206
H -1.581 1.233 -3.696
H -3.902 1.360 -2.874
H -4.369 2.207 -0.599
H -2.541 2.914 0.857
```

Values from the calculation:
**LUMO level (spin up / spin down)**: -0.24964 / -0.41080 Eh
**Relative energy (zero: lowest compared OMol25 entry of this formula, charge and spin)**: 37.4 kJ/mol
**Spin multiplicity**: 3
**<S²>**: 2.01
**Gap between HOMO and LUMO (spin up / spin down)**: 8.11 / 4.40 eV
**Total charge**: +3
**HOMO (spin up / spin down)**: -14.90 / -15.58 eV
**E**: -3446.4776 Eh

5.
DFT (the ωB97M-V functional and the def2-TZVPD basis) results for a structure of composition C21H17N7S2V.

XYZ file:
```
48
Properties=species:S:1:pos:R:3
V -0.330 0.518 -0.637
C -3.365 2.283 1.977
C -2.819 1.994 3.214
C -1.671 1.208 3.294
C -1.101 0.743 2.132
N -1.601 1.083 0.907
C -2.712 1.829 0.845
C -0.097 -0.363 2.072
C 0.347 -1.172 3.103
C 0.909 -2.403 2.766
C 0.876 -2.870 1.452
C 0.415 -2.009 0.473
N 0.101 -0.754 0.810
C -0.141 -2.349 -0.873
C -0.171 -3.620 -1.396
C -0.999 -3.879 -2.488
C -1.774 -2.862 -3.016
C -1.654 -1.594 -2.475
N -0.854 -1.328 -1.434
H -4.277 2.856 1.879
H -3.291 2.350 4.121
H -1.263 0.934 4.257
H -3.089 2.066 -0.144
H 0.211 -0.892 4.138
H 1.271 -3.054 3.551
H 1.146 -3.892 1.222
H 0.401 -4.418 -0.944
H -1.050 -4.879 -2.899
H -2.456 -3.035 -3.836
H -2.217 -0.762 -2.884
N 1.014 -1.005 -3.795
C 1.830 -0.383 -2.910
N 1.400 0.379 -1.898
C 2.517 0.946 -1.250
C 3.718 0.548 -1.701
S 3.520 -0.553 -3.017
C 2.205 1.966 -0.256
C 3.046 2.749 0.439
S 2.152 3.920 1.341
C 0.699 3.312 0.699
N 0.831 2.235 -0.083
N -0.487 3.895 0.999
H 0.170 -0.522 -4.054
H 1.457 -1.463 -4.578
H 4.699 0.850 -1.371
H 4.123 2.738 0.459
H -0.451 4.765 1.510
H -1.191 3.895 0.280
```

Values from the calculation:
**LUMO level (spin up / spin down)**: -0.40218 / -0.38688 Eh
**Spin multiplicity**: 3
**<S²>**: 2.01
**Gap between HOMO and LUMO (spin up / spin down)**: 5.77 / 6.18 eV
**Total charge**: +3
**HOMO (spin up / spin down)**: -16.71 / -16.71 eV
**E**: -2933.3015 Eh

6.
DFT (the ωB97M-V functional and the def2-TZVPD basis) results for a structure of composition C48H37Cl2CoNOP2Te.

XYZ file:
```
93
Properties=species:S:1:pos:R:3
Co -0.871 -0.957 1.294
Te 0.164 -3.329 2.120
C 0.270 -5.333 1.343
C -0.012 -6.372 2.227
C 0.053 -7.693 1.810
C 0.386 -7.995 0.497
C 0.668 -6.965 -0.388
C 0.619 -5.643 0.033
H -0.287 -6.141 3.251
H -0.156 -8.492 2.512
H 0.425 -9.026 0.166
H 0.937 -7.185 -1.415
H 0.854 -4.849 -0.663
O -1.675 1.301 3.249
C -1.372 0.176 2.902
C 0.284 1.495 -1.736
P -0.491 0.926 -0.126
C -1.188 2.495 0.503
C -2.263 3.109 -0.136
C -2.810 4.273 0.377
C -2.293 4.827 1.539
C -1.223 4.221 2.178
C -0.670 3.061 1.661
C -2.054 0.225 -0.811
C -2.229 -0.217 -2.119
C -3.370 -0.918 -2.486
C -4.354 -1.202 -1.552
C -4.215 -0.735 -0.250
C -3.080 -0.027 0.119
P 2.021 2.174 -1.648
C 1.889 3.841 -0.872
C 2.763 4.143 0.168
C 2.788 5.411 0.729
C 1.936 6.393 0.255
C 1.072 6.107 -0.796
C 1.055 4.845 -1.360
C 2.160 2.818 -3.371
C 1.367 2.392 -4.433
C 1.504 2.961 -5.693
C 2.447 3.951 -5.917
C 3.279 4.348 -4.877
C 3.140 3.783 -3.622
H -0.397 2.174 -2.255
H 0.410 0.574 -2.309
H -2.682 2.661 -1.030
H -3.649 4.743 -0.124
H -2.729 5.732 1.946
H -0.829 4.643 3.094
H 0.166 2.580 2.150
H -1.480 -0.013 -2.872
H -3.481 -1.258 -3.509
H -5.234 -1.765 -1.838
H -4.995 -0.918 0.477
H -3.040 0.437 1.096
H 3.430 3.369 0.533
H 3.469 5.632 1.543
H 1.937 7.379 0.703
H 0.408 6.874 -1.174
H 0.397 4.640 -2.197
H 0.629 1.614 -4.283
H 0.865 2.633 -6.504
H 2.540 4.406 -6.895
H 4.033 5.107 -5.047
H 3.782 4.104 -2.811
C 4.149 -0.740 -0.930
C 3.831 -0.860 0.424
C 2.605 -1.360 0.808
C 1.663 -1.788 -0.138
C 0.385 -2.360 0.220
C -0.491 -2.760 -0.789
C -0.159 -2.599 -2.138
C 1.057 -2.080 -2.503
C 1.985 -1.657 -1.521
C 3.238 -1.121 -1.884
H 5.107 -0.337 -1.235
H 4.541 -0.553 1.181
H 2.367 -1.437 1.860
H -1.428 -3.232 -0.518
H -0.862 -2.913 -2.900
H 1.330 -1.997 -3.549
H 3.475 -1.020 -2.938
Cl -0.112 -0.306 5.605
C -1.194 -1.652 5.449
C -1.289 -2.545 6.497
C -2.090 -3.672 6.396
C -2.792 -3.903 5.221
C -2.700 -3.006 4.179
Cl -3.596 -3.294 2.721
C -1.916 -1.824 4.239
N -1.816 -1.036 3.143
H -0.721 -2.354 7.398
H -2.163 -4.361 7.226
H -3.420 -4.777 5.120
```

Values from the calculation:
**LUMO level (spin up / spin down)**: 0.08682 / 0.08681 Eh
**Relative energy (zero: lowest compared OMol25 entry of this formula, charge and spin)**: 235.8 kJ/mol
**Gap between HOMO and LUMO (spin up / spin down)**: 5.82 / 5.80 eV
**Total charge**: -1
**HOMO (spin up / spin down)**: -3.46 / -3.43 eV
**E**: -5235.1472 Eh

> Among the records above, which one has the lowest E?

C48H37Cl2CoNOP2Te